No. 1
Below is an isolated molecule of C2H4O3S, with properties calculated with ωB97M-V/def2-TZVPD.

Last column: Mulliken charge in e.
Atoms and positions in Å:
C: -0.554 0.570 0.382  -0.220
C: -0.303 -0.870 0.120  -0.225
H: -1.828 0.519 0.647  0.250
H: -0.164 0.930 1.404  0.248
H: 0.225 -1.399 0.964  0.220
H: -1.270 -1.386 -0.133  0.265
O: 2.152 0.795 -0.137  -0.489
O: -0.180 1.250 -0.839  -0.331
O: 0.638 -0.994 -1.120  -0.370
S: 1.285 0.585 -1.288  0.651

Forces on the atoms, in the same order (eV/Å):
-3.758 0.357 2.167
1.269 -2.696 -0.911
3.539 1.081 -1.375
0.147 -0.045 -2.136
-0.633 0.544 -0.921
1.401 0.234 -0.096
-0.179 -0.116 -1.037
0.136 0.003 0.963
-0.689 2.136 1.643
-1.231 -1.496 1.702

Output
HOMO: -0.3949 Ha
DFT total energy: -702.4367 Eh
Energy above the lowest of the compared OMol25 structures with the same formula, charge and spin: 1.547 eV
Kohn-Sham gap: 11.510 eV



No. 2
Below is a structure of composition C6H9N2, with properties calculated with ωB97M-V/def2-TZVPD.

Last column: Mulliken charge in e.
Atoms and positions in Å:
C: -2.938 -0.562 0.460  -0.390
C: -1.673 -1.079 0.415  -0.249
C: -1.663 0.933 -0.487  -0.245
C: 3.374 0.776 0.672  -0.756
C: 2.488 0.154 -0.033  0.601
C: 1.641 -0.657 -0.553  -0.959
N: -2.895 0.676 -0.077  -0.095
N: -0.929 -0.150 -0.214  -0.124
H: -3.826 -0.900 0.826  0.458
H: -1.491 -2.066 0.818  0.373
H: -1.421 1.781 -0.944  0.464
H: 3.036 1.588 1.356  0.239
H: 4.374 0.629 0.466  0.310
H: 0.344 -0.220 -0.328  0.426
H: 1.452 -0.795 -1.652  0.338
H: 1.611 -1.548 -0.089  0.371
H: -3.629 1.388 -0.084  0.238

Forces on the atoms, in the same order (eV/Å):
1.359 0.410 -0.141
-2.464 -0.144 0.250
-0.553 -4.076 1.818
-2.840 1.524 0.447
2.124 1.518 1.211
-0.334 -0.027 -4.098
-0.633 1.278 -0.227
3.041 1.069 -0.477
-2.021 -1.179 1.030
0.988 0.235 -0.370
1.444 3.206 -1.754
0.483 -0.695 -0.513
2.080 -0.357 -0.143
-2.627 0.320 0.255
0.175 0.851 0.927
-0.424 -3.227 1.855
0.203 -0.707 -0.071

Output
HOMO: -0.5053 Ha
DFT total energy: -343.1814 Eh
Net charge: +1
Energy above the lowest of the compared OMol25 structures with the same formula, charge and spin: 3.811 eV
Kohn-Sham gap: 10.458 eV



No. 3
Below is a structure of composition C10H11BeN2S, with properties calculated with ωB97M-V/def2-TZVPD.

Last column: Mulliken charge in e.
Atoms and positions in Å:
N: 1.905 0.431 1.559  -0.040
C: 1.751 -0.097 0.343  0.464
C: 1.361 -1.562 0.284  -0.818
C: 0.342 -1.692 -0.858  -1.071
C: -0.769 -0.722 -0.491  0.480
C: -1.697 -1.091 0.481  -0.402
C: -2.684 -0.192 0.849  -0.674
C: -2.711 1.065 0.259  -0.348
C: -1.803 1.443 -0.709  -0.930
C: -0.816 0.534 -1.092  -0.173
N: 2.847 0.163 -0.533  -0.291
C: 2.646 1.011 -1.415  0.636
S: 2.452 2.052 -2.520  -0.232
H: 1.533 -0.206 2.262  0.372
H: 1.451 1.414 1.714  0.071
H: 2.224 -2.213 0.186  0.346
H: 0.800 -1.761 1.194  0.385
H: 0.763 -1.402 -1.819  0.387
H: -0.044 -2.703 -0.947  0.435
H: -1.615 -2.071 0.929  0.457
H: -3.404 -0.495 1.593  0.412
H: -3.470 1.773 0.562  0.406
H: -1.812 2.418 -1.171  0.529
H: -0.067 0.741 -1.845  0.497
Be: 0.820 3.164 1.185  0.104

Forces on the atoms, in the same order (eV/Å):
-2.718 0.726 -0.034
5.117 -3.306 1.925
-1.403 0.481 -0.546
-0.310 0.398 0.158
0.019 -0.418 -0.415
0.118 0.463 -0.264
0.441 -0.320 -0.068
-0.552 0.475 0.164
0.649 -0.291 -0.082
0.040 -0.422 0.467
-2.861 1.775 -0.894
0.657 -0.154 -0.088
0.094 0.171 -0.244
-0.359 0.257 0.064
1.542 -0.589 -0.240
0.268 0.186 -0.020
0.181 -0.317 0.185
0.189 -0.121 -0.046
0.114 -0.146 0.054
-0.189 -0.126 0.077
-0.185 0.185 0.067
-0.090 0.004 0.006
-0.255 0.127 0.026
-0.186 0.281 -0.233
-0.320 0.679 -0.021

Output
HOMO: -0.4469 Ha
DFT total energy: -909.6979 Eh
Net charge: +1
Kohn-Sham gap: 6.502 eV



No. 4
Below is a cluster of 2 separate species, C4H5NO in total, with properties calculated with ωB97M-V/def2-TZVPD.

Last column: Mulliken charge in e.
Atoms and positions in Å:
N: -1.236 1.113 0.262  -0.357
C: -1.315 -0.230 0.440  0.558
O: -2.329 -0.795 0.796  -0.610
C: -0.078 -1.012 0.175  -0.629
C: 1.101 -0.373 -0.037  0.298
C: 2.133 0.160 -0.544  -0.482
H: -2.086 1.646 0.352  0.217
H: -0.407 1.534 -0.118  0.185
H: -0.056 -1.986 0.647  0.301
H: 1.459 -0.676 -1.917  0.243
H: 3.030 0.640 -0.219  0.276

Forces on the atoms, in the same order (eV/Å):
-0.224 0.279 -0.030
0.196 -0.503 -0.339
-0.342 0.057 0.160
1.701 1.554 1.491
-2.811 -1.703 0.713
-1.661 -2.123 -3.396
0.181 -0.052 -0.059
-0.084 0.088 0.018
-0.083 -0.183 -0.407
2.812 2.482 2.328
0.316 0.103 -0.479

Output
HOMO (spin up / spin down): -0.3335 / -0.3335 Ha
DFT total energy: -285.2390 Eh
Energy above the lowest of the compared OMol25 structures with the same formula, charge and spin: 4.777 eV
Kohn-Sham gap (spin up / spin down): 8.064 / 8.063 eV



Q: Which of these has the lowest DFT total energy?
A: C10H11BeN2S



Q: Among the records above, which one has the highest DFT total energy?
A: C4H5NO